Entry 1:
Entry from the Open Molecules 2025 dataset: 4 unconnected molecules or ions with the total composition C21H16F20O15S3 (the ωB97M-V functional and the def2-TZVPD basis).

```
75
Properties=species:S:1:pos:R:3:lowdin_charge:R:1
O 3.5672 -6.5033 -1.8854 0.14
C 3.5625 -5.3487 -1.4993 -0.33
O 4.4778 -4.8962 -0.5404 0.15
C 4.3901 -3.4984 -0.7433 -0.28
O 4.3816 -2.7770 0.2447 0.06
C 3.7670 -3.1478 -2.1462 0.08
C 3.8598 -1.8363 -3.0037 -0.25
F 2.8478 -0.9149 -2.8525 0.12
F 3.7964 -2.3281 -4.3473 0.06
C 5.3473 -1.2027 -2.9551 -0.23
F 5.6303 -0.6797 -4.2341 0.10
F 6.3379 -2.1339 -2.6779 0.12
C 5.5040 -0.0064 -1.9163 -0.37
F 4.6515 -0.0873 -0.8422 0.13
F 5.4563 1.2353 -2.5530 0.12
F 6.8046 -0.0812 -1.3830 0.10
C 2.9406 -4.2407 -2.4571 0.01
C 1.8229 -4.4391 -3.5339 -0.05
C 0.6265 -3.3952 -3.1910 -0.04
C 0.1591 -2.5444 -4.4286 -0.32
F 1.1018 -1.6165 -4.9000 0.08
F -0.0226 -3.4625 -5.5065 0.06
C -1.2441 -1.8130 -4.2775 -0.25
F -2.2002 -2.7555 -3.8897 0.10
F -1.6383 -1.3948 -5.5727 0.10
C -1.2344 -0.4933 -3.3948 -0.21
F -0.3807 -0.6259 -2.2814 0.10
F -0.6332 0.5072 -4.1868 0.10
C -2.6781 0.0794 -3.0079 -0.22
F -3.6828 -0.3176 -3.9002 0.13
F -2.6123 1.4835 -3.1476 0.10
C -3.1361 -0.1866 -1.5106 -0.23
F -4.4137 0.4025 -1.3864 0.11
F -2.3447 0.4415 -0.5505 0.11
C -3.3579 -1.7278 -1.1391 -0.38
F -3.9390 -1.7405 0.1401 0.11
F -2.1861 -2.4491 -1.0357 0.13
F -4.3036 -2.3281 -1.9633 0.14
H 2.1514 -4.4225 -4.6023 0.14
H 1.3543 -5.4369 -3.2745 0.13
H 0.9264 -2.7390 -2.3291 0.12
H -0.2986 -3.9554 -2.8484 0.14
O -0.1152 6.2515 1.3842 -0.21
S -1.0603 5.3189 1.8962 0.64
O -1.9058 5.6090 3.0061 -0.23
O -0.2906 3.9243 2.1825 -0.19
C -0.8997 2.8756 1.4265 -0.17
C -1.4798 3.5549 0.1991 -0.17
O -1.9849 4.8048 0.6720 -0.18
H -1.6871 2.4266 2.0384 0.13
H -0.1638 2.1144 1.1679 0.13
H -2.2725 2.9704 -0.2645 0.12
H -0.7020 3.7630 -0.5409 0.14
O 3.9530 -0.2377 1.7269 -0.20
S 3.1583 -1.3215 2.1916 0.68
O 3.1431 -2.5967 1.5494 -0.23
O 1.6317 -0.7967 2.3502 -0.20
C 1.2015 -0.9763 3.7012 -0.17
C 2.4657 -0.8860 4.5382 -0.17
O 3.4696 -1.5448 3.7635 -0.18
H 0.7423 -1.9649 3.7841 0.13
H 0.4715 -0.2143 3.9731 0.13
H 2.3557 -1.3636 5.5107 0.14
H 2.7741 0.1539 4.6770 0.13
O -5.7914 2.2834 4.9672 -0.23
S -6.0145 3.3919 5.8352 0.63
O -6.8819 3.3251 6.9615 -0.22
O -6.4367 4.6643 4.9292 -0.19
C -5.5140 5.7345 5.1440 -0.17
C -4.2045 5.0630 5.5139 -0.17
O -4.5780 3.9488 6.3287 -0.19
H -5.8901 6.3488 5.9665 0.13
H -5.4243 6.3467 4.2472 0.14
H -3.5343 5.7283 6.0562 0.14
H -3.6941 4.6777 4.6278 0.11
```

The calculation puts the total energy at -5130.0724 Eh. Its orbital gap is 9.261 eV. For the relative energy (zero: lowest compared OMol25 entry of this formula, charge and spin), the calculation gives 275.1 kJ/mol. The structure (SMILES) is O=C1OC(=O)C(C(F)(F)C(F)(F)C(F)(F)F)=C1CCC(F)(F)C(F)(F)C(F)(F)C(F)(F)C(F)(F)C(F)(F)F.O=S1(=O)OCCO1.O=S1(=O)OCCO1.O=S1(=O)OCCO1. As for the spin multiplicity: 1.



Entry 2:
Entry from the Open Molecules 2025 dataset: a molecular structure, C21H16F6N4O6PdS4 (the ωB97M-V functional and the def2-TZVPD basis).

```
58
Properties=species:S:1:pos:R:3:lowdin_charge:R:1
Pd 0.3178 0.4663 -1.4238 0.78
C 2.9737 -1.1885 5.3171 -0.07
C 2.0598 -0.5331 4.3114 -0.28
C 2.3943 -0.4897 2.9629 -0.02
C 1.5526 0.1039 2.0316 -0.02
C 0.3565 0.6602 2.4648 -0.27
C 0.0058 0.6394 3.8087 -0.08
C 0.8584 0.0424 4.7248 -0.06
S -0.7395 1.3868 1.2655 0.55
O -1.8774 1.8819 2.0169 -0.33
O 0.0359 2.3555 0.5350 -0.32
N -1.1430 0.2525 0.2284 -0.21
C -1.9817 -0.8045 0.5471 -0.25
C -2.3041 -1.2134 1.8314 -0.02
C -3.1035 -2.3476 2.0711 -0.10
C -3.6114 -3.0997 1.0540 -0.08
C -3.3577 -2.7012 -0.2802 -0.17
C -3.8571 -3.4059 -1.3980 -0.04
C -3.6065 -2.9500 -2.6586 -0.07
C -2.8641 -1.7612 -2.8094 -0.14
N -2.3810 -1.0898 -1.8011 0.12
C -2.5831 -1.5442 -0.5438 -0.17
H 3.8638 -1.5909 4.8317 0.07
H 2.4659 -2.0099 5.8292 0.07
H 3.2966 -0.4745 6.0795 0.07
H 3.3311 -0.9186 2.6230 0.12
H 1.8385 0.1547 0.9862 0.08
H -0.9309 1.0922 4.1106 0.10
H 0.5889 0.0212 5.7770 0.10
H -1.9098 -0.6625 2.6687 0.08
H -3.3012 -2.6382 3.0976 0.09
H -4.2085 -3.9850 1.2462 0.09
H -4.4318 -4.3120 -1.2371 0.10
H -3.9671 -3.4804 -3.5326 0.09
H -2.6565 -1.3574 -3.7977 0.11
S -3.3964 3.6712 -2.1872 0.96
C -2.1121 4.1221 -3.2361 -0.42
C -1.1048 3.2209 -3.1486 -0.22
N -1.3364 2.1762 -2.2702 -0.02
C -2.4936 2.2870 -1.7038 -0.49
H -2.1711 5.0166 -3.8373 0.05
H -0.1669 3.2541 -3.6771 0.09
H -2.8831 1.5848 -0.9792 0.06
F 0.3055 -2.1759 -0.5204 0.00
C 0.8874 -1.4364 -1.5453 -0.62
F 2.2007 -1.7701 -1.4689 0.03
F 0.4407 -2.0587 -2.6837 0.01
S 1.6884 1.0892 -3.0063 0.43
O 1.8541 2.5184 -2.6863 -0.44
O 1.0697 0.8311 -4.3028 -0.44
N 3.2223 0.4339 -3.0896 -0.36
S 4.1184 0.7232 -1.8378 0.52
O 5.3332 -0.0551 -1.8586 -0.34
O 3.4482 0.8257 -0.5629 -0.35
C 4.8253 2.4771 -2.0511 -0.65
F 6.1767 2.4330 -1.9082 0.06
F 4.3734 3.3216 -1.1228 0.11
F 4.5970 3.0114 -3.2538 0.10
```

Its net charge is -2. The calculation puts the total energy at -3800.2424 Eh. Its orbital gap is 6.461 eV. For the relative energy (zero: lowest compared OMol25 entry of this formula, charge and spin), the calculation gives 46.8 kJ/mol. As for the spin multiplicity: 1.



Entry 3:
Entry from the Open Molecules 2025 dataset: a molecular structure, C21H16N6O8S5Sr (the ωB97M-V functional and the def2-TZVPD basis).

```
57
Properties=species:S:1:pos:R:3:lowdin_charge:R:1
Sr -0.2001 0.3518 0.5798 1.42
O -0.0527 -1.9379 -2.9521 -0.07
C -0.7173 -0.8717 -2.3058 -0.98
O 0.0861 -0.0361 -1.7358 -0.37
C -1.7319 -1.5177 -1.3110 -0.23
C -3.0629 -1.8470 -1.5179 -0.03
C -3.7842 -2.3537 -0.4450 -0.06
C -3.1946 -2.5284 0.7920 -0.01
C -1.8620 -2.1632 0.9390 -0.18
N -1.1803 -1.7041 -0.1097 0.01
C -1.0714 -2.1916 2.2824 -0.67
O -1.4508 -2.9892 3.1265 0.00
O -0.1231 -1.3677 2.3295 -0.17
H 0.6191 -1.4704 -3.4691 0.05
H -3.5222 -1.6887 -2.4838 0.08
H -4.8330 -2.5977 -0.5795 0.10
H -3.7365 -2.9051 1.6468 0.11
O -5.7170 3.3901 0.2918 0.08
C -4.9946 3.7288 -0.7632 -0.52
O -5.4338 4.4771 -1.6116 0.05
C -3.6093 3.1972 -0.8592 -0.06
C -2.7748 3.4979 -1.9246 -0.02
N -1.6063 2.9059 -1.6981 0.03
N -1.6081 2.2153 -0.5613 0.01
C -2.8150 2.3663 -0.0327 -0.14
C -3.1105 1.6408 1.2724 -0.60
O -4.2623 1.7515 1.7272 0.01
O -2.1625 1.0093 1.7727 -0.14
H -5.1814 2.7866 0.9372 0.07
H -2.9581 4.0680 -2.8132 0.13
H -0.8140 2.8179 -2.3478 0.11
C 1.5379 4.2794 4.1251 -0.06
N 2.3589 3.1701 3.7041 -0.14
C 3.3370 2.5621 4.4528 -0.06
C 3.8474 1.5616 3.7010 -0.05
N 3.1713 1.5576 2.4962 0.01
C 2.2328 2.5750 2.4851 -0.72
S 1.1582 3.0713 1.3162 0.67
C 3.4902 0.6180 1.4662 -0.25
C 4.8196 0.2602 1.2672 -0.01
C 5.0595 -0.7310 0.3306 -0.06
C 3.9935 -1.3067 -0.3580 -0.03
C 2.7063 -0.8526 -0.1022 -0.08
N 2.4726 0.1033 0.7991 0.08
H 1.8979 4.6091 5.0985 0.08
H 0.4948 3.9663 4.1896 0.10
H 1.6060 5.0925 3.4005 0.08
H 3.5576 2.8689 5.4559 0.11
H 4.5723 0.8097 3.9350 0.11
H 5.6216 0.7532 1.7964 0.11
H 6.0783 -1.0387 0.1311 0.10
H 4.1395 -2.0752 -1.1034 0.11
H 1.8541 -1.2270 -0.6452 0.10
S 2.3956 1.9326 -3.6510 -0.35
S 0.5955 2.2441 -4.6341 -0.30
S -0.3151 0.4375 -5.0286 -0.01
S -1.7723 0.0051 -3.6411 0.46
```

Its net charge is -2. The calculation puts the total energy at -3762.3230 Eh. Its orbital gap is 4.798 eV. For the relative energy (zero: lowest compared OMol25 entry of this formula, charge and spin), the calculation gives 208.8 kJ/mol. As for the spin multiplicity: 1.



Entry 4:
Entry from the Open Molecules 2025 dataset: a molecular structure, C21H16N6O8SSr (the ωB97M-V functional and the def2-TZVPD basis).

```
53
Properties=species:S:1:pos:R:3:lowdin_charge:R:1
Sr 0.4568 -1.4058 1.1361 1.55
O 1.9018 -4.6004 4.1752 -0.03
C 1.6057 -3.5999 3.5071 -0.66
O 0.9366 -3.5382 2.4381 -0.17
C 2.1347 -2.2509 4.0187 -0.18
C 3.1333 -2.1765 4.9819 -0.02
C 3.6266 -0.9285 5.3265 -0.07
C 3.1235 0.2050 4.7064 -0.01
C 2.1314 0.0412 3.7507 -0.18
N 1.6459 -1.1579 3.4432 0.07
C 1.6070 1.2219 2.9160 -0.65
O 1.7190 2.3516 3.4052 -0.02
O 1.1390 0.8758 1.7964 -0.20
H 3.5012 -3.0983 5.4095 0.10
H 4.4213 -0.8429 6.0607 0.09
H 3.4792 1.2038 4.9155 0.11
N -4.5144 5.1168 -4.4220 0.05
C -4.1088 4.3108 -3.3173 -0.36
C -3.5144 3.0719 -3.5217 -0.05
C -3.1520 2.2541 -2.4604 -0.02
C -3.3747 2.6774 -1.1500 -0.37
C -3.9658 3.9235 -0.9458 -0.02
C -4.3410 4.7270 -2.0127 -0.07
S -1.3864 1.4072 0.2236 0.92
O -0.7377 1.5207 -1.0852 -0.45
O -3.0817 1.9233 -0.0642 -0.28
N -1.7052 -0.1148 0.6144 -0.32
C -2.0142 -1.0769 -0.3121 -0.51
N -1.7186 -2.3525 0.0768 0.02
C -1.9574 -3.3117 -0.8050 -0.14
C -2.5075 -3.0774 -2.0507 -0.08
C -2.8101 -1.7535 -2.3305 -0.14
N -2.5825 -0.7620 -1.4918 0.13
H -3.9437 4.9327 -5.2360 0.06
H -4.4363 6.1010 -4.2034 0.06
H -3.3247 2.7322 -4.5357 0.10
H -2.6917 1.2919 -2.6224 0.08
H -4.1218 4.2473 0.0757 0.11
H -4.8072 5.6894 -1.8248 0.10
H -1.6941 -4.3167 -0.4893 0.11
H -2.6851 -3.8717 -2.7608 0.08
H -3.2634 -1.4822 -3.2821 0.10
O 5.0401 -0.9913 1.1227 0.03
C 4.2893 -1.2235 0.1955 -0.51
C 4.7693 -1.2498 -1.2653 -0.11
C 3.5274 -1.6451 -2.0438 -0.11
C 2.4743 -1.7407 -0.9511 -0.55
O 1.2849 -2.0241 -1.1987 -0.12
N 2.9440 -1.4954 0.2813 0.08
H 5.6002 -1.9504 -1.3530 0.10
H 5.1469 -0.2568 -1.5122 0.11
H 3.6018 -2.6131 -2.5423 0.11
H 3.1993 -0.9176 -2.7868 0.11
```

Its net charge is -2. The calculation puts the total energy at -2169.5374 Eh. Its orbital gap is 7.506 eV. As for the spin multiplicity: 1.



Question: The lowest total energy belongs to which entry?
Answer: C21H16F20O15S3